DFT (ωB97M-V with the def2-TZVPD basis set) results for a 7-piece molecular cluster, C20H40Br2O6 overall at a distorted geometry.

Structure (XYZ):
```
68
Properties=species:S:1:pos:R:3:forces:R:3
C -5.3086 -1.1524 0.6052 0.82 0.27 0.59
C -4.6792 -0.1401 1.5764 -0.98 -1.94 1.34
O -4.2651 -0.5436 2.6547 -0.09 0.28 -0.77
C -4.7015 1.2741 1.2353 0.46 1.81 -0.14
H -4.7983 -1.1079 -0.3400 0.16 0.06 -0.57
H -6.3633 -1.0402 0.4441 -0.58 0.61 -0.07
H -5.1886 -2.1351 1.0212 0.28 -0.45 0.23
H -5.7051 1.6979 1.1185 0.04 -0.42 -0.41
H -4.0908 1.4277 0.3519 -0.25 0.06 -0.59
H -4.2188 1.9084 1.9737 0.11 -0.29 0.45
C 4.3427 2.7762 0.2650 0.44 0.01 1.06
C 4.0330 4.2512 0.4981 -0.95 0.06 -0.69
O 4.5966 5.1345 -0.1111 0.09 -0.43 0.33
C 2.8877 4.5805 1.4598 0.70 -0.44 0.36
H 4.9336 2.5814 -0.5953 0.84 0.51 -0.84
H 3.4918 2.1325 0.0953 -0.66 0.03 0.55
H 4.9337 2.4015 1.1305 -0.56 0.10 -0.33
H 1.9148 4.2294 1.1055 0.16 0.00 -0.21
H 2.8692 5.6496 1.6347 -0.08 0.12 -0.07
H 3.0598 4.0692 2.4178 -0.05 0.07 -0.16
C 3.4387 -1.9982 -2.3777 -0.17 -0.93 0.57
C 3.6686 -0.9152 -1.3639 -0.16 0.54 0.44
O 2.7334 -0.3261 -0.8335 1.21 -0.70 -0.43
C 5.1385 -0.5050 -1.1166 -0.87 0.14 0.97
H 3.9006 -2.9658 -2.1089 0.12 0.53 0.10
H 3.8518 -1.7042 -3.3201 0.34 0.24 -0.64
H 2.3867 -2.1968 -2.5112 -0.36 0.20 -0.01
H 5.5586 -0.2023 -2.0882 0.11 0.03 0.53
H 5.7538 -1.2915 -0.6392 -0.41 0.01 -0.65
H 5.1024 0.2951 -0.3477 0.20 -0.17 -0.88
C -2.1427 0.8344 4.7368 0.32 0.87 1.15
C -3.1747 1.9494 4.9204 0.85 0.69 -0.66
O -3.0487 2.9821 4.2573 -0.43 -1.32 0.95
C -4.3451 1.7766 5.8611 0.48 -0.65 -0.75
H -2.5659 0.0447 4.1137 0.24 0.13 -0.09
H -1.8080 0.4050 5.7191 -0.48 0.29 -0.79
H -1.2907 1.3871 4.3054 -0.24 -0.80 -0.22
H -4.0943 1.3691 6.8499 0.11 0.41 -0.26
H -4.9538 0.9989 5.3733 -0.21 0.32 0.15
H -4.8134 2.7467 5.8519 -0.59 0.07 0.45
C 1.3345 0.2087 -6.2543 -0.45 -0.65 -1.00
C 0.5563 -0.0107 -4.9672 -0.77 0.04 -1.68
O 1.1076 -0.1458 -3.9118 0.07 -0.06 0.61
C -0.9794 -0.0634 -5.1499 1.68 0.48 0.63
H 1.2256 1.2267 -6.6208 0.15 0.33 0.34
H 0.9449 -0.3708 -7.1275 -0.05 0.09 0.87
H 2.3719 -0.0697 -6.1553 0.34 0.21 0.25
H -1.3223 0.7987 -5.6894 -0.08 0.32 -0.66
H -1.3868 0.0291 -4.1718 -0.62 -0.42 0.80
H -1.2408 -0.9742 -5.6590 -0.28 -0.34 -0.14
C -0.9418 -5.0231 0.8600 0.17 -0.68 2.04
C 0.4577 -4.4907 1.2274 -1.34 -0.49 -1.21
O 0.7529 -4.1760 2.3304 0.61 0.43 1.59
C 1.3696 -4.4038 0.0393 0.15 -0.33 -0.26
H -1.2618 -4.5567 -0.0275 -0.44 0.17 -1.36
H -1.7191 -4.8466 1.6333 0.79 0.24 -0.22
H -0.8868 -6.1244 0.8032 0.06 0.40 -0.51
H 2.3520 -3.9973 0.2343 0.30 -0.30 0.48
H 0.9335 -3.6992 -0.6456 -0.48 0.21 -0.57
H 1.4007 -5.3928 -0.4482 0.17 0.43 0.05
Br -1.4588 -0.9101 0.5329 0.03 0.15 -0.23
C -0.5356 0.0593 -0.9026 -0.94 0.83 0.58
C 0.2394 1.2518 -0.4006 -0.35 -0.39 0.72
Br -0.8908 2.5992 0.5370 0.48 -0.54 -0.63
H -1.2791 0.4370 -1.6126 -0.01 -0.52 0.15
H 0.1036 -0.6788 -1.3296 0.56 -0.18 -0.48
H 0.7188 1.6761 -1.2600 0.16 0.67 -0.33
H 0.9951 0.9685 0.3131 0.11 -0.03 0.21
```
Positions in Å, forces in eV/Å.

Its SMILES is CC(C)=O.CC(C)=O.CC(C)=O.CC(C)=O.CC(C)=O.CC(C)=O.BrCCBr. The highest occupied orbital energy comes out at -9.10 eV. As for the energy: -6385.48328 hartree. As for the orbital gap: 9.4126 eV.

=====

DFT (ωB97M-V with the def2-TZVPD basis set) results for a 17-piece molecular cluster, C20H40Cl34IO2S overall at a distorted geometry.

Structure (XYZ):
```
98
Properties=species:S:1:pos:R:3:forces:R:3
O -1.7154 -0.1189 1.0258 0.19 -1.90 1.09
C -1.9714 0.9506 0.6245 0.20 1.09 -0.31
O -3.1772 1.5570 0.9036 0.81 -0.07 -1.63
C -3.5010 2.4566 -0.1723 -0.50 1.28 0.11
C -4.9845 2.3310 -0.6938 0.96 0.32 1.17
S -5.8907 0.8685 -0.0947 1.43 -0.44 0.46
I -4.6343 -1.1512 -0.4128 0.00 0.45 0.18
H -1.2012 1.4795 0.0191 -0.89 0.51 0.07
H -3.3852 3.4782 0.2254 -0.10 -0.50 -0.24
H -2.8275 2.3952 -1.0443 -0.10 -0.41 0.50
H -5.5536 3.2273 -0.3050 0.21 -1.35 -0.46
H -4.9719 2.3363 -1.7978 -0.47 -0.32 0.54
H -5.9819 1.0470 1.2671 0.70 0.01 -0.56
C 1.1419 3.5211 -1.7957 0.04 -0.06 -0.01
Cl 0.3360 2.3746 -2.8734 0.03 -0.05 0.01
Cl 0.0856 3.9807 -0.4486 0.05 -0.04 0.15
H 2.0393 3.0580 -1.3969 -0.10 -0.05 0.02
H 1.4009 4.4100 -2.3559 -0.20 0.00 0.05
C -1.1504 -2.2890 3.4313 -0.02 0.23 0.03
Cl 0.4287 -2.9078 3.9292 -0.06 0.07 -0.05
Cl -2.0751 -3.5102 2.5504 -0.08 0.05 -0.08
H -1.7087 -1.9972 4.3149 0.03 -0.17 0.01
H -1.0019 -1.4305 2.7855 0.02 -0.14 -0.03
C 3.4011 -4.1990 5.3326 -0.02 0.00 -0.19
Cl 4.1227 -3.7421 6.8816 -0.05 0.10 0.03
Cl 3.1442 -5.9426 5.2270 -0.04 0.04 -0.06
H 2.4448 -3.6964 5.2317 0.09 -0.10 0.20
H 4.0682 -3.8925 4.5329 0.06 -0.06 0.10
C -0.5287 -2.0558 -1.5554 0.22 -0.06 0.18
Cl -1.8036 -2.0004 -2.7919 -0.16 0.02 0.06
Cl 1.0719 -1.8943 -2.2706 -0.15 0.21 -0.01
H -0.6833 -1.2404 -0.8571 -0.03 0.00 -0.10
H -0.5871 -3.0070 -1.0333 0.01 -0.03 -0.16
C -2.4481 -5.0126 -5.2048 0.09 0.05 0.13
Cl -3.1399 -4.8741 -6.8282 -0.08 0.16 0.02
Cl -2.8828 -6.5480 -4.4482 0.04 0.03 0.03
H -1.3665 -4.9515 -5.2784 -0.05 -0.11 -0.07
H -2.8258 -4.1999 -4.5932 -0.09 -0.08 -0.06
C -9.7234 1.6684 -1.7286 -0.42 -0.06 -0.30
Cl -8.1413 1.0400 -1.1943 -2.00 0.63 -0.73
Cl -10.6420 0.4428 -2.6012 0.03 0.09 0.05
H -10.2872 1.9764 -0.8537 0.11 -0.12 0.04
H -9.5576 2.5184 -2.3833 0.11 -0.10 0.00
C -4.9596 6.1430 1.2505 -0.05 0.29 0.23
Cl -4.7683 4.9805 2.5682 0.00 -0.02 -0.07
Cl -4.8697 5.3462 -0.3268 -0.33 0.84 -0.16
H -5.9265 6.6263 1.3459 -0.02 -0.16 -0.07
H -4.1672 6.8811 1.3109 0.08 -0.14 -0.08
C -4.4648 1.7042 5.1524 0.20 -0.02 0.27
Cl -3.1901 0.4870 5.2051 -0.01 0.07 0.03
Cl -5.3733 1.6253 3.6311 -0.20 0.09 0.02
H -5.1503 1.5340 5.9760 -0.04 -0.09 -0.13
H -4.0153 2.6883 5.2381 0.00 -0.05 -0.15
C 3.6832 6.2796 -4.3258 0.10 0.11 -0.10
Cl 3.5162 4.6298 -3.7112 0.28 -0.04 -0.20
Cl 2.5046 7.3655 -3.5788 0.00 0.03 -0.02
H 4.6828 6.6373 -4.1018 -0.08 -0.04 0.11
H 3.5227 6.2712 -5.3988 -0.10 -0.05 0.08
C 2.9242 -5.1864 -2.1762 0.04 -0.11 -0.12
Cl 2.1602 -6.3051 -3.3097 0.05 0.03 -0.03
Cl 1.8550 -4.8153 -0.8181 0.07 -0.11 0.20
H 3.8331 -5.6389 -1.7927 -0.11 -0.04 0.05
H 3.1574 -4.2670 -2.6989 -0.19 -0.04 -0.04
C -1.0819 7.9065 0.1977 0.24 0.02 -0.12
Cl -1.8982 6.7649 -0.8833 0.06 0.23 0.05
Cl -2.1007 8.3650 1.5679 0.08 0.06 0.05
H -0.1774 7.4412 0.5769 -0.11 -0.06 0.03
H -0.8317 8.8004 -0.3642 -0.13 -0.03 0.01
C 0.4694 -3.5981 -7.3605 -0.05 0.03 -0.16
Cl 1.1617 -3.1567 -5.7947 -0.03 0.12 0.07
Cl 0.2016 -5.3394 -7.4734 0.13 -0.06 -0.14
H -0.4826 -3.0885 -7.4776 0.00 -0.08 0.09
H 1.1517 -3.2946 -8.1479 0.05 -0.08 0.09
C 7.2958 -2.6993 5.5710 0.21 -0.08 0.25
Cl 8.9044 -3.3618 5.2630 -0.02 0.02 0.04
Cl 6.4518 -2.3208 4.0583 -0.14 0.06 -0.01
H 6.7148 -3.4292 6.1237 0.02 -0.04 -0.16
H 7.3940 -1.7830 6.1493 0.09 -0.44 -0.36
C 7.9195 0.2623 8.6530 0.14 0.06 0.23
Cl 9.2395 -0.9089 8.6606 -0.04 0.03 0.02
Cl 6.9730 0.1538 7.1598 -0.23 0.56 0.19
H 7.2655 0.0631 9.4956 -0.02 -0.09 -0.11
H 8.3337 1.2621 8.7323 0.01 -0.06 -0.13
C -2.5668 -8.0270 -8.6855 -0.07 0.11 0.03
Cl -1.0065 -8.6860 -8.1798 0.04 0.08 0.05
Cl -3.5191 -9.2234 -9.5718 -0.05 0.05 -0.01
H -3.1197 -7.7217 -7.8032 0.05 -0.11 -0.01
H -2.3925 -7.1705 -9.3289 0.05 -0.10 -0.02
C 5.6934 3.1980 4.8290 0.06 -0.13 -0.01
Cl 6.7899 4.4239 4.1834 0.03 -0.07 -0.05
Cl 4.5287 3.9080 5.9547 -0.04 -0.10 0.01
H 5.1536 2.7408 4.0062 -0.02 0.13 0.02
H 6.2763 2.4452 5.3523 -0.02 0.15 0.04
C 4.5949 -0.6679 -1.0859 -0.03 0.02 0.16
Cl 4.8514 0.7322 -2.1346 -0.03 0.06 0.06
Cl 4.3321 -2.1421 -2.0239 0.25 0.10 0.07
H 5.4704 -0.8033 -0.4592 0.02 -0.02 -0.14
H 3.7198 -0.4877 -0.4691 -0.03 -0.03 -0.13
```
Positions in Å, forces in eV/Å.

The highest occupied orbital energy comes out at -11.78 eV. As for the energy: -17278.56364 hartree. The total charge is +1. As for the orbital gap: 6.7552 eV. The energy above the lowest of the compared OMol25 structures with the same formula, charge and spin comes out at 124.4 kJ/mol.

=====

DFT (ωB97M-V with the def2-TZVPD basis set) results for a 5-piece molecular cluster, C20H40FN2O18P2 overall at a distorted geometry.

Structure (XYZ):
```
83
Properties=species:S:1:pos:R:3:forces:R:3
N -2.4431 -8.6745 -1.0083 0.33 -0.25 -0.08
P -1.7052 -7.8250 -2.2907 -0.17 0.40 -0.81
O -1.0118 -6.5634 -1.4464 -0.09 -0.35 0.28
N -0.3034 -8.7185 -2.8199 -0.90 0.04 1.41
C 0.2212 -9.9111 -2.1497 1.30 -0.30 -0.75
C 0.7865 -9.5615 -0.7385 0.13 0.05 0.24
C 1.0039 -10.6669 0.2623 0.27 -0.45 -0.29
O 1.8029 -11.5329 0.2730 -0.19 0.33 0.24
F 0.1194 -10.5564 1.3191 -0.06 0.03 -0.11
C 1.4894 -10.3626 -3.0305 0.25 -0.09 -0.32
O 1.9018 -9.5338 -3.8593 -0.12 0.42 0.05
O 1.9357 -11.4961 -2.8008 -0.05 -0.29 0.11
P -1.0117 -11.3174 -2.1818 -1.42 0.63 1.08
O -0.2004 -12.6521 -1.7955 -0.53 -0.51 -0.53
O -1.3498 -11.3015 -3.7791 0.62 -0.12 -0.19
H -1.8192 -9.1576 -0.3668 -0.04 -0.01 0.02
H -3.0313 -9.4014 -1.4056 -0.16 0.09 0.14
H -0.9930 -6.7773 -0.5044 0.11 0.18 0.01
H 0.4575 -8.0447 -2.8663 0.16 -0.22 -0.57
H 0.1810 -8.8002 -0.2490 -0.05 -0.03 -0.08
H 1.7756 -9.1210 -0.9004 -0.04 0.01 -0.01
H 0.2907 -13.0481 -2.5306 0.70 0.46 0.23
H -0.6503 -10.8509 -4.2836 -0.08 -0.06 -0.08
C 1.3107 -6.5966 -5.2203 0.12 0.36 0.01
C -0.0480 -6.5886 -5.8754 0.18 -0.42 -0.12
O -0.8825 -5.5156 -5.3879 -0.06 0.02 -0.05
C -0.6314 -4.3186 -5.8854 0.05 -0.06 0.06
O 0.1964 -4.0345 -6.7168 -0.02 0.03 -0.01
O -1.4649 -3.4412 -5.3080 -0.05 0.04 -0.03
C -1.2542 -2.0910 -5.7082 -0.09 0.19 -0.01
H 1.2074 -6.6238 -4.1379 0.02 -0.09 0.02
H 1.8756 -7.4740 -5.5292 -0.07 -0.09 0.11
H 1.8786 -5.7003 -5.4755 -0.04 0.00 -0.10
H -0.5831 -7.5036 -5.6290 -0.13 0.10 0.14
H 0.0287 -6.5253 -6.9611 -0.01 0.16 0.01
H -1.2696 -1.9929 -6.7921 0.11 -0.05 -0.01
H -0.3092 -1.7246 -5.3115 0.04 0.01 -0.09
H -2.0650 -1.5016 -5.2887 -0.04 -0.13 0.12
C -0.5230 4.0115 -1.4514 0.14 0.02 -0.16
C -1.1888 2.6554 -1.3754 -0.12 0.19 0.28
O -0.8903 1.8475 -2.5230 -0.03 -0.05 0.00
C 0.3163 1.2796 -2.5192 -0.06 0.05 -0.04
O 1.1427 1.3776 -1.6488 0.00 0.01 0.00
O 0.4514 0.5900 -3.6502 0.08 -0.05 0.01
C 1.7392 -0.0161 -3.8132 0.12 -0.17 -0.11
H -0.7812 4.5118 -2.3859 -0.10 0.03 0.04
H -0.8393 4.6391 -0.6178 -0.02 0.00 0.00
H 0.5613 3.9129 -1.4202 -0.01 -0.07 0.06
H -2.2716 2.7643 -1.3740 -0.01 -0.08 -0.15
H -0.9084 2.1251 -0.4658 0.11 -0.05 -0.06
H 2.0040 -0.6152 -2.9456 -0.01 0.08 0.07
H 2.4936 0.7499 -3.9857 0.02 0.01 0.09
H 1.6759 -0.6622 -4.6837 -0.13 0.07 -0.04
C -0.6496 10.0890 2.9863 0.15 0.00 -0.11
C -1.2789 8.7129 3.0366 -0.09 0.39 0.24
O -0.9307 7.9325 1.8832 -0.07 -0.12 0.05
C 0.2949 7.4114 1.8975 0.04 0.09 -0.08
O 1.1091 7.5263 2.7787 -0.06 -0.04 0.06
O 0.4742 6.7481 0.7569 -0.01 -0.05 -0.01
C 1.7795 6.1855 0.5932 0.17 -0.14 -0.09
H -0.9101 10.5892 2.0528 -0.09 0.02 0.03
H -0.9992 10.6949 3.8224 -0.01 -0.02 0.01
H 0.4364 10.0240 3.0374 0.00 -0.02 0.07
H -2.3633 8.8004 3.0216 -0.01 -0.15 -0.19
H -1.0026 8.1845 3.9467 0.12 -0.10 -0.09
H 2.0533 5.5702 1.4471 -0.02 0.08 0.07
H 2.5172 6.9733 0.4496 -0.01 0.03 0.10
H 1.7387 5.5634 -0.2946 -0.12 0.05 -0.04
C -1.3232 10.8556 10.2171 -0.08 -0.17 -0.12
C 0.1744 10.8677 10.0007 -0.09 0.28 0.19
O 0.6347 9.6586 9.3790 0.05 -0.01 0.01
C 0.4286 9.5783 8.0646 -0.01 -0.02 0.02
O -0.0787 10.4253 7.3735 -0.01 0.00 0.00
O 0.8804 8.3990 7.6452 0.03 0.01 -0.01
C 0.6659 8.1496 6.2524 0.05 -0.16 -0.20
H -1.6183 9.9669 10.7762 0.02 0.04 0.08
H -1.6306 11.7400 10.7753 0.02 0.01 0.02
H -1.8543 10.8445 9.2665 0.03 0.07 -0.02
H 0.6952 10.9136 10.9552 0.07 -0.14 -0.03
H 0.4851 11.7290 9.4099 -0.03 -0.06 -0.12
H 1.0558 8.9591 5.6404 -0.07 0.06 0.03
H -0.3968 8.0089 6.0622 -0.02 0.10 0.00
H 1.1947 7.2344 6.0061 0.04 -0.02 0.14
```
Positions in Å, forces in eV/Å.

The highest occupied orbital energy comes out at -4.91 eV. As for the energy: -3032.72053 hartree. The total charge is -1. As for the orbital gap: 6.4523 eV.